Density functional theory data (wB97M-V/def2-TZVPD) for 4 unconnected molecules or ions with the total composition C4H9FO2 in a non-equilibrium geometry.

```
16
C4H9FO2 (wB97M-V/def2-TZVPD)
C 0.50 1.59 -0.83
C 0.18 -0.23 0.84
C -1.50 -0.29 0.43
C 1.10 -1.15 0.38
H -0.83 2.24 -0.63
H 1.84 2.32 -0.99
H 0.21 0.24 -1.85
H 0.15 -0.03 1.97
H -1.85 0.81 0.68
H -2.18 -1.00 1.10
H -0.93 -1.16 -1.38
H 1.01 -2.19 0.80
H 2.10 -0.75 1.05
O 0.56 1.11 0.51
O -1.64 -0.51 -1.02
F 1.29 -1.03 -1.08
```

The HOMO-LUMO gap is 9.344 eV. The value obtained for the relative energy (zero: lowest compared OMol25 entry of this formula, charge and spin) is 9.328 eV. The value obtained for the max |F| is 9.03 eV/A. Its highest occupied orbital energy is -0.3313 Ha. As for the multiplicity: 1.

Results of the Mulliken charge analysis, in e, for atoms 1 through 8:
1. C -0.43
2. C 0.08
3. C -0.49
4. C -0.39
5. H 0.15
6. H 0.23
7. H 0.18
8. H 0.31

Density functional theory data (wB97M-V/def2-TZVPD) for a single C4H6N2O molecule in a non-equilibrium geometry.

```
13
C4H6N2O (wB97M-V/def2-TZVPD)
C 2.04 0.46 0.07
C 0.61 0.06 0.01
C 0.08 -1.19 -0.03
N -1.28 -0.97 -0.12
C -1.52 0.33 -0.06
O -2.77 0.79 -0.08
N -0.41 1.01 -0.01
H 2.24 1.06 0.96
H 2.32 1.06 -0.81
H 2.69 -0.42 0.09
H 0.52 -2.18 -0.09
H -1.83 -1.78 0.15
H -2.68 1.76 -0.06
```

The HOMO-LUMO gap is 9.003 eV. The value obtained for the relative energy (zero: lowest compared OMol25 entry of this formula, charge and spin) is 0.441 eV. The SMILES is Cc1c[nH]c(O)n1. The value obtained for the max |F| is 3.01 eV/A. Its highest occupied orbital energy is -0.3012 Ha. As for the multiplicity: 1.

Results of the Mulliken charge analysis, in e, for atoms 1 through 8:
1. C -1.02
2. C 0.54
3. C -0.47
4. N -0.06
5. C 0.36
6. O -0.49
7. N -0.64
8. H 0.26

Density functional theory data (wB97M-V/def2-TZVPD) for 2 unconnected molecules or ions with the total composition C9H9N3O2 in a non-equilibrium geometry.

```
23
C9H9N3O2 (wB97M-V/def2-TZVPD)
O 0.21 -1.29 1.83
C -0.57 -0.96 0.97
C -1.37 -1.83 0.13
C -2.43 -1.24 -0.56
N -2.62 0.14 -0.75
C -1.90 1.05 0.03
O -2.18 2.20 -0.07
N -0.85 0.39 0.70
H -1.30 -2.93 0.15
H -3.09 -1.91 -1.20
H -3.55 0.55 -1.23
H -0.27 0.99 1.36
C 0.77 0.18 -0.85
C 1.72 -0.66 -1.32
C 3.01 -0.54 -0.91
N 3.31 0.27 0.11
C 2.44 1.06 0.64
C 1.19 1.19 0.03
H -0.32 0.19 -1.02
H 1.33 -1.41 -2.16
H 3.76 -1.15 -1.29
H 2.79 1.56 1.54
H 0.46 1.92 0.39
```

The HOMO-LUMO gap is 9.420 eV. The value obtained for the relative energy (zero: lowest compared OMol25 entry of this formula, charge and spin) is 4.285 eV. The SMILES is O=c1cc[nH]c(=O)[nH]1.c1ccncc1. The value obtained for the max |F| is 6.20 eV/A. Its highest occupied orbital energy is -0.3386 Ha. As for the multiplicity: 1.

Results of the Mulliken charge analysis, in e, for atoms 1 through 8:
1. O -0.60
2. C 0.63
3. C -0.64
4. C -0.13
5. N -0.15
6. C 0.39
7. O -0.60
8. N -0.45

Density functional theory data (wB97M-V/def2-TZVPD) for 2 unconnected molecules or ions with the total composition C6H10O in a non-equilibrium geometry.

```
17
C6H10O (wB97M-V/def2-TZVPD)
C 1.76 -0.50 -0.48
C 0.63 -0.05 0.45
C 0.17 1.40 0.19
C -1.09 1.22 -0.62
C -1.53 -0.04 -0.64
C -0.53 -0.93 -0.02
O -0.51 -2.15 -0.05
H 1.47 -0.32 -1.52
H 2.69 0.02 -0.27
H 1.90 -1.58 -0.36
H 0.92 -0.21 1.50
H 0.93 1.99 -0.34
H -0.07 1.94 1.11
H -1.57 2.05 -1.13
H -2.43 -0.43 -1.11
H -1.45 -0.86 1.78
H -1.30 -1.56 1.52
```

The HOMO-LUMO gap is 10.028 eV. The value obtained for the relative energy (zero: lowest compared OMol25 entry of this formula, charge and spin) is 1.689 eV. The SMILES is C[C@H]1CC=CC1=O.[H][H]. The value obtained for the max |F| is 1.74 eV/A. Its highest occupied orbital energy is -0.3477 Ha. As for the multiplicity: 1.

Results of the Mulliken charge analysis, in e, for atoms 1 through 8:
1. C -1.55
2. C 0.45
3. C -0.74
4. C -0.34
5. C -0.43
6. C 0.10
7. O -0.62
8. H 0.37

Density functional theory data (wB97M-V/def2-TZVPD) for a molecular structure, C7H19Br2MnNO3 in a non-equilibrium geometry.

```
33
C7H19Br2MnNO3 (wB97M-V/def2-TZVPD)
Mn 3.48 -4.59 -22.77
Br 3.01 -5.58 -25.08
Br 2.44 -6.64 -21.35
C 0.36 -3.32 -23.47
O 1.59 -3.43 -22.74
C 1.45 -2.68 -21.55
C 2.60 -3.16 -20.48
N 3.95 -3.39 -21.08
C 4.63 -2.11 -21.37
C 4.32 -1.56 -22.76
O 4.10 -2.66 -23.62
C 4.11 -2.15 -24.99
H -0.47 -3.79 -22.94
H 0.39 -3.83 -24.43
H 0.09 -2.30 -23.73
H 0.49 -2.84 -21.06
H 1.60 -1.63 -21.78
H 2.20 -4.08 -20.05
H 2.62 -2.41 -19.70
H 4.52 -3.82 -20.36
H 5.70 -2.29 -21.40
H 4.48 -1.27 -20.68
H 5.15 -0.93 -23.05
H 3.34 -1.07 -22.82
H 4.80 -2.73 -25.60
H 4.43 -1.11 -25.08
H 3.06 -2.20 -25.27
C 6.67 -4.54 -22.64
O 5.57 -5.39 -22.72
H 6.71 -4.10 -21.64
H 7.51 -5.21 -22.83
H 6.69 -3.75 -23.39
H 5.91 -6.28 -22.78
```

The HOMO-LUMO gap (spin up / spin down) is 9.928 / 4.766 eV. Its total charge is +1. The value obtained for the max |F| is 2.95 eV/A. Its highest occupied orbital energy (spin up / spin down) is -0.4539 / -0.4492 Ha. As for the multiplicity: 7.

Results of the Mulliken charge analysis, in e, for atoms 1 through 8:
1. Mn 0.63
2. Br -0.34
3. Br -0.21
4. C -0.95
5. O 0.09
6. C -0.57
7. C -0.92
8. N -0.10

Density functional theory data (wB97M-V/def2-TZVPD) for a single C2H2OS molecule in a non-equilibrium geometry.

```
6
C2H2OS (wB97M-V/def2-TZVPD)
C 1.57 -0.35 0.08
C 0.49 -0.79 -0.22
O -1.33 0.87 -0.09
S -1.19 -0.77 -0.38
H 2.62 -0.14 0.25
H -2.15 1.18 0.35
```

The HOMO-LUMO gap (spin up / spin down) is 6.494 / 8.529 eV. The value obtained for the relative energy (zero: lowest compared OMol25 entry of this formula, charge and spin) is 2.894 eV. The value obtained for the max |F| is 4.44 eV/A. Its highest occupied orbital energy (spin up / spin down) is -0.2134 / -0.3962 Ha. As for the multiplicity: 3.

In the Mulliken picture, each atom carries the following charge in e:
1. C -0.17
2. C -0.14
3. O -0.42
4. S 0.04
5. H 0.37
6. H 0.32

Density functional theory data (wB97M-V/def2-TZVPD) for 7 unconnected molecules or ions with the total composition C37H84F12N7O16S4 in a non-equilibrium geometry.

```
160
C37H84F12N7O16S4 (wB97M-V/def2-TZVPD)
C -11.74 -21.17 -9.31
C -11.54 -19.76 -9.86
C -10.19 -19.18 -9.43
N -9.88 -17.78 -9.84
C -8.48 -17.35 -9.52
C -8.23 -17.28 -8.04
C -9.12 -16.25 -7.39
C -10.58 -16.59 -7.74
C -10.83 -16.79 -9.19
C -10.11 -17.65 -11.30
H -12.04 -21.23 -8.25
H -10.79 -21.70 -9.33
H -12.57 -21.63 -9.82
H -12.33 -19.06 -9.62
H -11.53 -19.84 -10.95
H -9.38 -19.81 -9.83
H -10.13 -19.29 -8.35
H -7.78 -18.07 -9.95
H -8.45 -16.38 -10.01
H -8.43 -18.23 -7.54
H -7.18 -17.06 -7.86
H -8.99 -16.26 -6.31
H -8.85 -15.25 -7.77
H -10.77 -17.53 -7.20
H -11.27 -15.86 -7.34
H -11.83 -17.10 -9.48
H -10.71 -15.87 -9.78
H -9.57 -18.47 -11.77
H -9.75 -16.69 -11.66
H -11.17 -17.72 -11.52
C -7.73 -25.94 -6.68
O -7.14 -24.73 -6.17
C -6.18 -24.18 -6.99
C -5.58 -22.96 -6.36
N -5.10 -23.28 -4.99
H -5.68 -24.03 -4.57
H -4.16 -23.69 -5.11
C -5.07 -22.16 -4.03
C -4.33 -22.56 -2.77
O -4.85 -23.80 -2.38
C -4.50 -24.14 -1.05
H -7.27 -26.78 -6.17
H -7.70 -26.01 -7.77
H -8.79 -25.93 -6.40
H -6.56 -23.92 -7.99
H -5.39 -24.93 -7.22
H -6.33 -22.17 -6.30
H -4.75 -22.56 -6.94
H -6.10 -21.94 -3.77
H -4.59 -21.32 -4.52
H -4.48 -21.77 -2.03
H -3.26 -22.68 -2.98
H -5.01 -25.07 -0.78
H -4.81 -23.38 -0.33
H -3.44 -24.40 -0.94
C -7.96 -22.64 1.83
O -8.54 -23.87 1.46
C -7.70 -24.68 0.69
C -8.25 -26.08 0.67
N -9.54 -26.09 -0.15
H -10.04 -26.98 -0.01
H -10.15 -25.35 0.24
C -9.49 -25.90 -1.65
C -8.71 -27.01 -2.27
O -7.34 -26.83 -1.97
C -6.49 -27.66 -2.75
H -7.21 -22.28 1.12
H -7.49 -22.63 2.82
H -8.78 -21.92 1.85
H -6.70 -24.78 1.15
H -7.46 -24.29 -0.31
H -8.68 -26.33 1.64
H -7.58 -26.85 0.32
H -9.14 -24.90 -1.83
H -10.53 -25.93 -1.97
H -8.82 -27.08 -3.36
H -9.04 -28.00 -1.90
H -6.65 -27.39 -3.80
H -6.66 -28.72 -2.57
H -5.47 -27.41 -2.46
C -10.26 -19.04 5.82
O -9.65 -17.84 5.39
C -8.31 -18.02 5.04
C -7.80 -16.65 4.68
N -8.74 -15.98 3.77
H -9.67 -16.44 3.94
H -8.83 -15.02 4.10
C -8.51 -16.16 2.31
C -9.83 -15.92 1.62
O -10.77 -16.49 2.49
C -12.08 -16.70 1.90
H -11.33 -18.89 5.90
H -9.95 -19.28 6.85
H -9.99 -19.93 5.24
H -8.15 -18.74 4.23
H -7.73 -18.37 5.90
H -6.79 -16.72 4.29
H -7.72 -16.03 5.57
H -8.22 -17.21 2.22
H -7.69 -15.52 2.00
H -9.88 -16.37 0.63
H -9.95 -14.83 1.60
H -12.75 -17.14 2.63
H -12.04 -17.35 1.03
H -12.47 -15.72 1.64
C -13.53 -24.82 -5.04
O -13.68 -23.54 -4.40
C -13.36 -23.52 -3.05
C -13.81 -22.18 -2.52
N -13.22 -21.12 -3.37
H -12.17 -21.08 -3.30
H -13.40 -21.45 -4.34
C -13.80 -19.74 -3.13
C -14.84 -19.51 -4.19
O -14.28 -19.80 -5.46
C -15.19 -19.46 -6.50
H -12.76 -25.44 -4.60
H -13.51 -24.68 -6.11
H -14.47 -25.38 -4.84
H -12.30 -23.64 -2.77
H -13.90 -24.27 -2.45
H -13.56 -21.94 -1.49
H -14.89 -22.03 -2.54
H -12.99 -19.03 -3.28
H -14.11 -19.72 -2.10
H -15.20 -18.48 -4.15
H -15.74 -20.12 -4.00
H -16.23 -19.74 -6.33
H -14.92 -20.06 -7.38
H -15.13 -18.39 -6.74
C -12.71 -14.68 -1.93
F -12.97 -14.27 -0.71
F -13.09 -13.76 -2.80
F -11.39 -14.85 -2.07
S -13.59 -16.29 -2.28
O -13.66 -16.32 -3.71
O -12.79 -17.28 -1.62
N -15.05 -15.86 -1.76
S -15.40 -16.66 -0.42
O -15.32 -18.10 -0.57
O -14.79 -16.07 0.74
C -17.23 -16.34 -0.25
F -17.88 -17.24 -0.95
F -17.56 -16.45 1.00
F -17.55 -15.14 -0.71
C -10.06 -20.31 -1.07
F -9.32 -20.17 0.01
F -11.33 -20.25 -0.77
F -9.81 -19.36 -1.95
S -9.75 -21.99 -1.84
O -8.35 -22.27 -1.68
O -10.61 -22.89 -1.13
N -10.32 -21.67 -3.34
S -9.47 -22.56 -4.34
O -8.12 -22.11 -4.58
O -9.54 -23.96 -4.10
C -10.23 -22.17 -6.00
F -11.49 -22.66 -6.04
F -10.29 -20.87 -6.22
F -9.53 -22.78 -6.92
```

The HOMO-LUMO gap is 8.048 eV. Its total charge is +3. The value obtained for the max |F| is 2.81 eV/A. Its highest occupied orbital energy is -0.4926 Ha. As for the multiplicity: 1.

Results of the Mulliken charge analysis, in e, for atoms 1 through 8:
1. C -1.23
2. C -0.23
3. C -0.32
4. N 0.10
5. C -0.51
6. C -0.25
7. C -0.92
8. C -0.28